C4H30BO23 | ωB97M-V/def2-TZVPD

Structure (XYZ):
```
58
Properties=species:S:1:pos:R:3:mulliken_charge:R:1
O 0.0261 -2.6303 1.2627 -0.82
C -0.4928 -1.6576 0.7648 0.93
O 0.1362 -0.7986 0.0468 -0.49
B -0.7820 0.2077 -0.4869 2.11
O -2.1225 -0.1784 0.0764 -0.68
C -1.9359 -1.2845 0.7549 0.21
O -2.7792 -1.8247 1.4513 -0.69
O -0.7447 0.3136 -1.9290 -0.46
C -0.7297 1.5813 -2.2571 0.72
O -0.9008 2.0999 -3.3438 -0.74
C -0.4838 2.3564 -0.9627 0.67
O -0.4662 1.5171 0.0557 -0.76
O -0.3846 3.5775 -0.8826 -0.85
O 0.4714 -4.4972 5.5071 -0.67
H -0.0563 -5.0559 6.0751 0.31
H -0.1900 -3.8498 5.1754 0.38
O 2.7345 -2.8165 1.2472 -0.76
H 1.7875 -2.5844 1.1798 0.32
H 2.6917 -3.6640 1.7255 0.30
O 1.6807 -4.7241 2.9740 -0.62
H 0.8609 -4.9860 2.5498 0.25
H 1.4887 -4.7426 3.9397 0.35
O 3.1349 3.7594 -3.4952 -0.62
H 2.2186 3.9390 -3.4375 0.30
H 3.3949 4.2706 -4.2673 0.30
O -3.9117 -1.2394 -2.1370 -0.70
H -4.5777 -1.4067 -1.4481 0.32
H -3.2544 -0.6257 -1.7371 0.33
O -0.6873 -0.1186 3.7572 -0.70
H 0.1069 -0.6331 3.4784 0.37
H -0.2277 0.6339 4.1210 0.30
O -1.7077 7.8160 0.8614 -0.64
H -1.1564 7.8008 1.6629 0.29
H -2.0840 6.9152 0.8911 0.37
O 1.2896 3.4288 -5.8758 -0.65
H 1.1343 2.5561 -5.4829 0.37
H 0.5434 3.9807 -5.6744 0.31
O 2.1716 -0.5355 2.8339 -0.72
H 2.1561 -0.2126 1.9120 0.30
H 2.3749 -1.4906 2.6618 0.44
O -1.6418 -2.5791 4.4789 -0.68
H -1.5159 -1.5887 4.4495 0.36
H -2.1930 -2.7940 3.7007 0.29
O 1.5677 -2.7696 -2.0339 -0.66
H 1.9821 -3.4125 -1.4387 0.32
H 1.2179 -2.0369 -1.4855 0.30
O -1.5300 -3.0605 -1.6755 -0.58
H -0.7955 -3.1900 -2.2755 0.33
H -2.2168 -2.5732 -2.1378 0.34
O 2.2801 1.2396 -2.0291 -0.44
H 2.8958 1.7634 -2.5281 0.26
H 2.8036 1.0045 -1.2520 0.22
O 0.4856 0.2635 -4.8506 -0.76
H 1.0355 -0.2210 -4.2198 0.31
H -0.1632 0.7365 -4.2315 0.36
O -1.5906 5.0568 1.3233 -0.68
H -1.3218 4.4512 0.6550 0.42
H -2.0272 4.5126 2.0021 0.30
```

Computed properties:
**Orbital gap**: 10.689 eV
**Energy above the lowest of the compared OMol25 structures with the same formula, charge and spin**: 0.000 eV
**2S+1**: 1
**Net charge**: -1
**Calculated total energy**: -52414.62503 eV